# 1
ORCA calculation (ωB97M-V/def2-TZVPD) on the ion C5H12N5S with charge +1.

Molar mass (g/mol): 174.3
F_max (Eh/bohr): 0.0713
Multiplicity: 3
Gap between HOMO and LUMO (alpha / beta) (eV): 7.52 / 5.35
Calculated total energy (a.u.): -869.32616
Total charge: +1
Expectation value of S²: 2.014
E_HOMO (alpha / beta) (eV): -10.1 / -12.0

Structure (XYZ):
```
23
Properties=species:S:1:pos:R:3:forces:R:3:mulliken_charge:R:1
C 0.23014 1.85078 -0.32266 -0.570 -0.241 -0.244 0.69
C -1.66229 0.24874 0.00018 3.172 -1.759 -0.522 -0.09
C 1.08794 1.11722 -1.03739 0.148 0.113 -0.341 -1.04
C 0.23065 -1.16632 0.60128 -0.158 -0.478 -0.027 0.74
C 1.01586 -2.38632 0.31731 0.412 -0.198 -0.159 -1.31
N -0.79377 -0.87824 -0.18543 -0.729 0.631 0.548 0.46
N -1.10317 1.47079 -0.06707 0.736 2.062 0.072 -0.13
N 0.57696 3.01399 0.34142 0.081 0.197 0.200 -0.51
N 0.51878 -0.44118 1.66479 -0.078 0.055 0.210 -0.27
N -1.06025 -1.72922 -1.26067 0.039 -0.564 -0.530 -0.82
S -3.25603 -0.01824 0.24621 -3.229 -0.193 0.320 -0.10
H 0.82519 0.21958 -1.55729 -0.151 -0.161 -0.083 0.32
H 2.08346 1.48424 -1.19910 0.251 0.126 0.034 0.30
H 0.42224 -3.27538 0.52985 -0.053 0.005 0.038 0.31
H 1.92266 -2.42563 0.91419 0.015 0.052 0.047 0.44
H 1.26901 -2.42861 -0.74071 0.013 0.025 0.014 0.33
H -1.75111 2.22862 0.12456 0.143 -0.123 0.217 0.27
H 1.46077 3.40434 0.05131 -0.062 0.061 -0.048 0.23
H -0.13843 3.71938 0.42266 -0.013 0.082 0.021 0.21
H 1.28400 -0.70958 2.26396 -0.083 -0.008 -0.123 0.22
H 0.02028 0.40078 1.90129 -0.068 0.056 -0.009 0.19
H -1.67820 -2.49516 -0.99803 0.016 0.237 0.125 0.25
H -1.50470 -1.20460 -2.01066 0.168 0.024 0.239 0.29
```
Positions in Å, forces in eV/Å.

***

# 2
ORCA calculation (ωB97M-V/def2-TZVPD) on an isolated molecule of C4H8O2.

Molar mass (g/mol): 88.1
F_max (Eh/bohr): 0.1174
Relative energy (zero: lowest compared OMol25 entry of this formula, charge and spin) (kJ/mol): 240.2
Gap between HOMO and LUMO (eV): 10.46
Calculated total energy (a.u.): -307.62094
E_HOMO (eV): -10.3

Structure (XYZ):
```
14
Properties=species:S:1:pos:R:3:forces:R:3:mulliken_charge:R:1
C -1.44612 -0.94742 -0.68222 0.367 0.312 -0.264 -0.91
C -1.38912 0.14246 0.46816 -0.626 -1.773 -0.374 -0.58
C 0.09261 0.40820 0.79240 -0.143 0.592 -0.496 0.14
C 0.70876 1.04007 -0.45988 2.491 -1.004 -1.187 0.06
H -0.78548 -1.87194 -0.51211 -0.789 1.653 -0.069 0.22
H -2.49350 -1.36542 -0.84581 1.315 0.981 -0.070 0.33
H -1.01666 -0.30988 -1.54390 -1.067 -1.842 0.600 0.26
H -1.96712 -0.22826 1.36745 0.744 0.792 -0.834 0.34
H -1.82164 1.06230 0.02126 -0.079 -0.415 0.704 0.33
H 0.15089 1.14293 1.59869 0.088 0.110 0.125 0.31
H 1.42990 -0.81668 0.26175 -1.321 -0.188 1.977 0.38
H 0.49252 2.29050 -0.50240 0.772 -3.373 -0.888 0.24
O 0.82652 -0.72716 1.10079 1.297 -0.458 -1.646 -0.58
O 1.45026 0.25673 -1.17025 -3.048 4.612 2.423 -0.54
```
Positions in Å, forces in eV/Å.

***

# 3
ORCA calculation (ωB97M-V/def2-TZVPD) on an isolated molecule of C20H29N3O2.

Molar mass (g/mol): 343.5
F_max (Eh/bohr): 0.3416
Relative energy (zero: lowest compared OMol25 entry of this formula, charge and spin) (kJ/mol): 2038.7
Gap between HOMO and LUMO (eV): 8.34
Calculated total energy (a.u.): -1093.55912
E_HOMO (eV): -8.0

Structure (XYZ):
```
54
Properties=species:S:1:pos:R:3:forces:R:3:mulliken_charge:R:1
C -5.18274 1.04138 0.48607 -1.978 2.910 -3.023 -1.06
C -4.22492 -0.07615 0.54570 3.933 5.304 8.604 -0.40
C -2.69490 0.40685 0.27462 -4.440 2.440 4.616 -0.52
H -2.56382 1.26169 1.07829 -0.146 -1.213 -1.504 0.04
H -2.86183 0.95689 -0.63881 1.611 -0.656 -0.995 0.54
C -1.82929 -0.70916 0.71208 0.461 1.473 -16.034 -1.66
C -0.44798 -0.30876 0.56395 6.611 3.498 -4.752 -0.69
N 0.05138 -0.17920 -0.92085 -2.223 -1.235 3.499 -0.41
C 1.26702 0.25621 -1.23415 -9.924 -4.934 -4.215 0.60
N 1.55125 0.05249 -2.55948 12.043 6.403 5.562 0.04
H 2.75589 0.34242 -2.74902 -4.771 -1.195 0.454 0.37
C 0.89781 -0.44956 -3.50457 -7.498 -5.552 -7.366 -1.07
H 0.63783 0.04980 -4.49729 1.050 0.324 1.065 0.25
H -0.12937 -0.66383 -3.16907 -0.138 0.595 0.346 0.25
C 1.26247 -1.91774 -3.87779 5.474 -1.502 5.112 0.29
C 1.03591 -3.06153 -2.53205 -2.037 4.865 -2.244 -0.77
H 1.55285 -3.91977 -2.70633 2.518 -1.784 -0.061 0.46
C -0.44311 -3.46273 -2.83284 4.629 -3.694 -1.180 -0.42
H -1.00638 -2.70008 -2.57272 -3.423 2.843 2.293 0.22
C -0.45906 -3.40332 -4.36852 -0.003 5.091 2.019 -0.68
H -0.49460 -4.20766 -4.91806 0.571 -4.855 -2.501 0.43
O 0.71661 -2.64082 -4.76041 -4.544 -2.654 -6.035 -0.49
H -1.33466 -2.86843 -4.74294 -0.219 0.390 0.366 0.29
H -0.53827 -4.52313 -2.41754 -0.803 1.754 -0.430 0.36
H 1.30380 -2.28868 -1.84320 -0.139 -0.921 1.851 0.29
H 2.36293 -2.02439 -4.19677 -0.734 0.952 1.065 0.27
C 1.94587 0.70193 -0.24890 10.710 3.471 -4.371 1.11
C 1.85675 0.82247 0.97962 -8.637 -2.804 8.771 1.15
C 0.43207 0.27828 1.52470 0.099 -1.825 -6.696 1.31
C -0.07350 0.35894 2.83112 0.576 4.535 3.635 -0.90
O 1.03161 0.89920 3.68989 -3.732 -1.982 2.119 -0.45
C 1.75249 2.02062 3.26850 1.848 -4.561 -0.882 1.52
C 2.75023 2.16629 4.45941 -1.659 5.203 -0.051 -1.57
H 2.00743 2.63312 5.33519 2.423 -0.745 -2.016 0.30
H 3.11913 1.28680 4.86625 0.498 -1.876 0.241 0.49
H 3.68134 2.86552 4.13874 -2.313 -1.304 1.061 0.30
C 0.99240 3.29420 2.79753 0.721 -2.693 16.498 -2.11
H 1.76866 3.75727 2.88635 7.929 7.165 -0.484 0.76
H 0.36889 3.42564 3.71541 -0.065 0.542 -1.110 0.35
H 0.61170 2.99705 2.10617 -8.138 -4.477 -14.912 0.51
C 2.54663 1.19722 2.12916 3.912 8.721 0.222 -1.88
H 3.34693 2.04895 1.90361 -1.052 -1.232 -0.732 0.49
H 3.25673 0.61399 2.56131 1.175 -2.778 1.412 0.40
H -0.49611 -0.54815 3.26116 0.360 0.118 0.247 0.38
H -0.85006 1.23558 2.89868 0.662 -1.753 -0.172 0.05
C 3.30811 1.09952 -0.80396 -7.645 -2.142 3.501 -0.87
N 4.30894 1.44721 -1.07662 7.608 2.503 -2.408 -0.55
H -2.13577 -1.57820 -0.17123 1.382 1.730 2.817 -0.01
H -1.78540 -1.02310 1.53524 -1.705 -4.589 12.350 1.20
H -4.19725 -0.36739 1.81379 -0.260 -0.060 -3.788 0.19
H -4.39755 -0.77770 -0.07294 -1.643 -5.496 -3.940 0.51
H -4.94916 1.98237 1.13143 -0.375 -1.960 -0.890 0.29
H -5.10468 1.53013 -0.74300 -0.592 -1.359 3.487 0.21
H -6.28123 0.66945 0.66513 2.033 1.005 -0.421 0.31
```
Positions in Å, forces in eV/Å.

***

# 4
ORCA calculation (ωB97M-V/def2-TZVPD) on an isolated molecule of C4H8OS.

Molar mass (g/mol): 104.2
F_max (Eh/bohr): 0.0439
Relative energy (zero: lowest compared OMol25 entry of this formula, charge and spin) (kJ/mol): 149.7
Gap between HOMO and LUMO (eV): 9.55
Calculated total energy (a.u.): -630.57791
E_HOMO (eV): -8.7

Structure (XYZ):
```
14
Properties=species:S:1:pos:R:3:forces:R:3:mulliken_charge:R:1
C 1.74800 0.55686 -0.31399 0.036 -0.955 -0.513 -0.64
C 0.37865 1.05468 0.09794 0.104 -0.850 -1.090 -0.45
C -1.59015 -0.30366 0.23397 0.945 0.858 0.731 0.23
C -2.49819 -1.10810 -0.24710 0.817 -0.321 -2.082 -0.83
H 2.74907 -1.20433 0.97512 0.087 0.012 0.149 0.11
H 1.78908 0.79047 -1.38098 0.514 -0.315 0.057 0.27
H 2.55872 1.07291 0.20490 -0.231 0.068 -0.111 0.42
H 0.30398 1.05922 1.16681 -0.496 0.249 0.612 0.38
H 0.34055 2.01208 -0.39890 -0.410 0.794 0.593 0.23
H -1.46310 -0.00824 1.26706 -0.568 -0.149 0.313 0.22
H -2.42896 -1.44883 -1.29291 -0.223 0.389 0.576 0.22
H -3.24338 -1.47959 0.35772 -1.410 -0.839 1.227 0.30
O -0.65542 0.28080 -0.53787 1.077 0.334 -0.326 -0.27
S 2.01115 -1.27430 -0.13177 -0.242 0.723 -0.135 -0.20
```
Positions in Å, forces in eV/Å.

***

# 5
ORCA calculation (ωB97M-V/def2-TZVPD) on an isolated molecule of C3H5ClFN.

Molar mass (g/mol): 109.5
F_max (Eh/bohr): 0.1248
Relative energy (zero: lowest compared OMol25 entry of this formula, charge and spin) (kJ/mol): 339.8
Gap between HOMO and LUMO (eV): 10.27
Calculated total energy (a.u.): -731.95858
E_HOMO (eV): -9.4

Structure (XYZ):
```
11
Properties=species:S:1:pos:R:3:forces:R:3:mulliken_charge:R:1
C 0.12441 1.71098 -0.14407 -0.833 1.875 -0.513 -0.60
C 0.88340 0.71476 -0.36314 1.223 -6.161 1.327 0.34
C -0.91215 -1.08644 0.42409 1.859 0.348 -2.949 -0.74
N 0.57310 -0.80667 0.54177 -0.393 3.082 -0.142 -0.14
F 1.20276 -1.86857 -0.12866 -0.225 0.540 -0.387 -0.20
Cl 2.24686 0.53059 -1.35390 -0.213 0.134 -0.128 -0.13
H 0.16404 2.57543 -0.77219 0.323 0.553 -0.021 0.28
H -0.60021 1.68727 0.60861 -1.110 -0.176 0.879 0.28
H -1.09077 -2.11455 0.72966 0.252 -0.295 -0.735 0.29
H -1.48148 -0.56569 1.15456 -0.160 1.250 0.343 0.29
H -1.10996 -0.77711 -0.69673 -0.723 -1.150 2.324 0.31
```
Positions in Å, forces in eV/Å.

***

# 6
ORCA calculation (ωB97M-V/def2-TZVPD) on the ion C5H11N2O with charge +1.

Molar mass (g/mol): 115.2
F_max (Eh/bohr): 0.0980
Relative energy (zero: lowest compared OMol25 entry of this formula, charge and spin) (kJ/mol): 267.3
Gap between HOMO and LUMO (eV): 9.87
Calculated total energy (a.u.): -381.56217
Total charge: +1
E_HOMO (eV): -13.6

Structure (XYZ):
```
19
Properties=species:S:1:pos:R:3:forces:R:3:mulliken_charge:R:1
O 0.69367 -1.47925 -1.40510 1.319 0.624 -1.936 -0.45
C 0.17579 -2.42023 -0.90344 -1.332 -0.670 1.993 0.07
C -0.57092 -2.07188 0.41402 -0.300 1.263 -1.147 -0.81
C -0.08237 -0.65490 0.93395 -0.407 -0.744 -1.854 -0.58
C -0.86588 0.47422 0.22173 -0.664 -2.374 1.692 -0.79
N 0.74906 2.79205 0.31100 4.680 -0.319 1.837 -0.51
C 0.66218 1.99325 -0.76855 -0.005 0.139 -0.328 0.05
N -0.07375 0.91160 -0.88459 0.379 3.289 -1.257 0.02
H 0.17513 -3.44097 -1.36461 -0.064 0.498 0.375 0.37
H -1.68518 -2.03797 0.13820 1.383 0.242 0.243 0.24
H -0.58958 -2.78104 1.18652 0.551 -1.302 0.936 0.42
H 0.96487 -0.34119 0.89318 0.337 -1.003 -1.010 0.42
H -0.13170 -0.56534 1.96320 -1.358 -0.170 2.291 0.52
H -1.84877 -0.00224 -0.07510 1.009 1.387 0.069 0.41
H -0.95763 1.20905 1.03503 -0.653 0.293 -1.104 0.22
H 0.37747 2.43880 1.19565 -0.085 0.246 -0.443 0.30
H 1.90213 2.99156 0.52954 -4.326 -0.085 -1.000 0.37
H 1.27063 2.42293 -1.57774 -0.453 -0.976 -0.143 0.39
H -0.16515 0.56155 -1.84289 -0.009 -0.340 0.785 0.33
```
Positions in Å, forces in eV/Å.

***

Q: What is the formula in the sixth record?
A: C5H11N2O